C6H14ClNOS | ωB97M-V with the def2-TZVPD basis set

XYZ file:
```
24
Properties=species:S:1:pos:R:3:forces:R:3:nbo_charge:R:1
Cl -3.537358 0.957296 -0.333872 0.11 0.04 -0.09 -0.44
S -1.998521 0.068297 1.036844 1.11 0.52 -0.62 1.51
O -2.640621 -1.205655 1.302442 0.69 -0.11 -0.16 -0.90
N -0.620344 -0.081251 0.124362 0.63 1.29 0.91 -0.74
C -1.555716 -1.857526 -1.427188 5.75 2.33 -2.63 -0.60
C -0.278269 2.324815 -0.729722 1.39 0.33 0.97 -0.68
C -0.260779 -1.308321 -0.594200 -1.19 -0.66 -1.36 -0.05
C 0.875969 1.738761 1.415065 1.96 -1.24 2.27 -0.68
C 0.329798 -2.341655 0.339543 1.49 0.59 1.37 -0.63
C 0.535187 1.313076 0.002341 -1.56 -3.72 0.47 0.09
H -2.064902 -0.914845 -1.655814 -0.56 -0.94 -0.41 0.23
H 0.896243 0.904183 2.249191 -0.23 1.35 -2.01 0.24
H 1.076644 -1.714227 0.972484 -0.87 -1.48 -0.83 0.20
H 1.892431 2.221659 1.571579 -0.85 -0.65 -0.90 0.24
H 0.549517 -1.038790 -1.311453 -0.74 0.04 0.29 0.19
H -0.144965 2.281056 -1.756631 0.93 0.14 -2.12 0.22
H 0.867022 -3.185021 -0.169678 -0.51 0.87 0.34 0.22
H 1.320746 0.755924 -0.593434 -0.77 0.86 0.97 0.22
H -1.007417 -2.372934 -2.346077 -1.71 1.12 1.52 0.20
H 0.231640 2.514472 1.772672 -0.86 0.26 0.10 0.22
H -1.289381 2.015706 -0.694252 -1.26 0.79 0.90 0.27
H -1.989575 -2.569296 -0.864162 -2.12 -2.04 1.75 0.21
H -0.417180 -2.747683 1.039281 0.21 0.13 -0.31 0.23
H 0.074251 3.277333 -0.313071 -1.02 0.19 -0.44 0.22
```
Positions in Å, forces in eV/Å.

The relative energy (zero: lowest compared OMol25 entry of this formula, charge and spin) is 114.2 kJ/mol. Its HOMO energy is -0.33781 hartree.